[1]
{
  "formula": "C43H47BBiF2N8S2Se",
  "method": "ωB97M-V with the def2-TZVPD basis set",
  "spin_multiplicity": 1,
  "homo_lumo_gap_ev": 7.461,
  "homo_ev": -10.31,
  "charge": 1,
  "relative_energy_ev": 0.018,
  "lumo_ev": -2.85,
  "species": ["Bi", "Se", "S", "S", "F", "F", "N", "N", "N", "N", "N", "N", "N", "N", "C", "C", "C", "C", "C", "C", "C", "C", "C", "C", "C", "C", "C", "C", "C", "C", "C", "C", "C", "C", "C", "C", "C", "C", "C", "C", "C", "C", "C", "C", "C", "C", "C", "C", "C", "C", "C", "C", "C", "C", "C", "C", "C", "B", "H", "H", "H", "H", "H", "H", "H", "H", "H", "H", "H", "H", "H", "H", "H", "H", "H", "H", "H", "H", "H", "H", "H", "H", "H", "H", "H", "H", "H", "H", "H", "H", "H", "H", "H", "H", "H", "H", "H", "H", "H", "H", "H", "H", "H", "H", "H"],
  "xyz": [[0.941750, 1.465264, -0.567648], [1.593814, 0.957836, -4.614684], [0.544008, -0.358910, 1.247219], [1.654795, -1.687517, -1.829818], [-1.359739, -2.516946, -1.731448], [-1.134645, -0.283769, -1.380190], [1.959260, -3.415299, 0.218733], [-0.341803, 2.950806, 0.229157], [0.244605, -0.143808, -4.936311], [2.255544, 2.301144, 1.356127], [-0.603919, -2.753961, 1.227467], [3.636125, 0.914289, -0.713009], [0.597541, 2.144507, -3.730571], [2.575851, 3.546758, -1.148590], [3.947723, 0.549874, 0.662733], [2.863219, -5.388009, -0.928916], [-2.867126, 1.419429, 0.561607], [3.575485, 1.675379, 1.626258], [-2.599878, -3.036206, 2.624521], [-5.211335, 1.426374, 0.023144], [1.314942, -2.425253, -0.334858], [-2.277869, 6.777424, 2.103409], [0.052287, -1.880296, 0.280613], [-3.585452, -4.009888, 2.705616], [-3.936153, 3.457831, -0.130593], [-2.113999, -2.459295, 3.794936], [2.319554, -7.910807, -1.968011], [-2.134266, -0.193363, -4.435043], [-0.114036, -4.113690, 1.277161], [-3.152665, 0.454230, -3.829469], [1.811761, -5.564024, -1.824564], [3.159884, -4.019237, -0.365699], [3.636714, -6.479562, -0.557984], [3.658021, 3.044042, -1.998863], [-2.787443, 2.779108, 0.274386], [-0.829230, 0.400679, -4.401926], [-2.331635, 5.438495, 1.745218], [-1.476147, 3.487708, 0.383429], [-5.141173, 2.783027, -0.262589], [4.476628, 1.957416, -1.305343], [-2.611447, -2.850310, 5.026466], [-2.961651, 1.718979, -3.168780], [1.540967, -6.821621, -2.339456], [-0.638648, 1.680070, -3.742545], [-0.652524, 5.824108, 0.072916], [-0.615146, 7.167721, 0.412564], [-4.088532, -4.402660, 3.940567], [-4.072588, 0.747303, 0.438826], [2.317983, 3.780835, 1.312501], [3.013431, 4.277475, 0.047028], [-1.511489, 4.949243, 0.732247], [1.392426, -4.068515, 1.408878], [-1.756387, 2.328507, -3.123931], [-1.424412, 7.644587, 1.435215], [-2.051302, -2.596619, 1.291269], [-3.601311, -3.824269, 5.101336], [3.368555, -7.738821, -1.078681], [-0.741119, -1.535726, -1.078630], [5.176706, 1.538440, -2.032675], [4.095625, 4.176006, 0.143141], [-4.134330, -0.307019, 0.678533], [-1.393517, 8.691284, 1.707409], [2.817743, 5.347679, -0.047326], [-2.560551, -3.134939, 0.479618], [4.328947, 2.462178, 1.578408], [4.336432, 3.843195, -2.321261], [-1.339497, -1.703067, 3.725926], [-2.262558, -1.143752, -4.933851], [-2.232894, -2.395297, 5.932660], [-3.989665, -4.128798, 6.064242], [-3.965028, -4.464846, 1.797566], [-1.614280, 3.282276, -2.632303], [-0.384825, -4.710264, 0.391218], [-4.145015, 0.022630, -3.833365], [0.723539, -6.952542, -3.036244], [3.594056, 0.086107, -1.295334], [2.848878, 4.160466, 2.190238], [1.208199, -4.715421, -2.127311], [-1.979572, 0.899096, 0.902754], [1.680018, -3.508552, 2.300921], [-2.254217, -1.528292, 1.157131], [3.597265, 1.287733, 2.645384], [3.976282, -8.583924, -0.783971], [3.529276, -3.342055, -1.133752], [1.612069, 2.050135, 2.100951], [3.370396, -0.343028, 0.902768], [5.093042, 2.399106, -0.520416], [5.010144, 0.319339, 0.811967], [3.910213, -4.089453, 0.423994], [4.452512, -6.348428, 0.143925], [1.292943, 4.140976, 1.335026], [1.938196, 4.100642, -1.707745], [1.811473, -5.072068, 1.457721], [3.192561, 2.633261, -2.895963], [-3.886183, 4.516613, -0.350974], [-3.814024, 2.186321, -2.693354], [-3.005225, 4.765167, 2.261237], [-0.539905, -4.602712, 2.154384], [-4.857475, -5.162198, 3.992643], [-0.024538, 5.438151, -0.722055], [-6.152483, 0.900272, -0.070891], [0.037845, 7.845510, -0.122240], [-6.026143, 3.317004, -0.583379], [-2.906452, 7.146525, 2.903048], [2.106215, -8.891498, -2.371759]],
  "forces_ev_per_angstrom": [[0.1, -0.1, -0.1], [0.0, 0.0, 0.0], [0.0, 0.0, 0.0], [0.0, 0.0, 0.0], [0.0, 0.0, 0.0], [0.0, 0.0, 0.0], [0.0, 0.0, 0.0], [0.0, 0.1, -0.1], [0.0, 0.0, 0.1], [0.0, 0.0, 0.0], [0.0, 0.0, -0.1], [0.0, 0.0, 0.0], [0.0, 0.0, 0.0], [0.0, 0.0, 0.0], [0.0, 0.0, 0.0], [0.0, 0.0, 0.0], [0.0, 0.0, 0.0], [0.0, 0.0, 0.0], [0.0, 0.0, 0.0], [0.0, 0.0, 0.0], [0.0, 0.1, -0.1], [0.0, 0.0, 0.0], [0.0, 0.0, 0.0], [0.0, 0.0, 0.0], [0.0, 0.0, 0.0], [0.0, 0.0, 0.0], [0.0, 0.0, 0.0], [0.0, 0.0, 0.0], [0.1, 0.0, 0.0], [0.0, 0.0, 0.0], [0.0, 0.0, 0.0], [0.0, 0.0, 0.0], [0.0, 0.0, 0.0], [0.0, 0.0, 0.0], [0.0, 0.0, 0.0], [0.0, 0.0, -0.1], [0.0, 0.0, 0.0], [0.1, -0.1, 0.1], [0.0, 0.0, 0.0], [0.0, 0.0, 0.0], [0.0, 0.0, 0.0], [0.0, 0.0, 0.0], [0.0, 0.0, 0.0], [0.0, 0.0, 0.1], [0.0, 0.0, 0.0], [0.0, 0.0, 0.0], [0.0, 0.0, 0.0], [0.0, 0.0, 0.0], [0.0, 0.0, 0.0], [0.0, 0.0, 0.0], [0.0, 0.0, 0.0], [0.0, 0.0, 0.0], [0.0, 0.0, 0.0], [0.0, 0.0, 0.0], [0.0, 0.0, 0.0], [0.0, 0.0, 0.0], [0.0, 0.0, 0.0], [0.0, 0.1, 0.0], [0.0, 0.0, 0.0], [0.0, 0.0, 0.0], [0.0, 0.0, 0.0], [0.0, 0.0, 0.0], [0.0, 0.0, 0.0], [0.0, 0.0, 0.0], [0.0, 0.0, 0.0], [0.0, 0.0, 0.0], [0.0, 0.0, 0.0], [0.0, 0.0, 0.0], [0.0, 0.0, 0.0], [0.0, 0.0, 0.0], [0.0, 0.0, 0.0], [0.0, 0.0, 0.0], [0.0, 0.0, 0.0], [0.0, 0.0, 0.0], [0.0, 0.0, 0.0], [0.0, 0.0, 0.0], [0.0, 0.0, 0.0], [0.0, 0.0, 0.0], [0.0, 0.0, 0.0], [0.0, 0.0, 0.0], [0.0, 0.0, 0.0], [0.0, 0.0, 0.0], [0.0, 0.0, 0.0], [0.0, 0.0, 0.0], [0.0, 0.0, 0.0], [0.0, 0.0, 0.0], [0.0, 0.0, 0.0], [0.0, 0.0, 0.0], [0.0, 0.0, 0.0], [0.0, 0.0, 0.0], [0.0, 0.0, 0.0], [0.0, 0.0, 0.0], [0.0, 0.0, 0.0], [0.0, 0.0, 0.0], [0.0, 0.0, 0.0], [0.0, 0.0, 0.0], [0.0, 0.0, 0.0], [0.0, 0.0, 0.0], [0.0, 0.0, 0.0], [0.0, 0.0, 0.0], [0.0, 0.0, 0.0], [0.0, 0.0, 0.0], [0.0, 0.0, 0.0], [0.0, 0.0, 0.0], [0.0, 0.0, 0.0]],
  "mulliken_charge": [1.465, 0.269, -0.653, -0.465, -0.092, 0.513, 0.091, -0.174, -0.775, -0.427, 0.922, -0.145, -0.521, -0.419, -0.325, 0.625, 0.700, -0.952, -0.146, -0.634, 0.131, -0.852, 0.387, -0.239, -0.204, -0.266, -0.419, -0.625, -0.718, -0.706, -0.035, -1.215, -0.383, -0.565, 0.314, 0.722, -0.119, -0.242, -1.036, -0.913, -0.608, -0.328, -0.806, 0.538, 0.080, -0.898, -0.708, -0.829, -0.666, -0.803, -0.016, -0.940, -0.631, -0.473, 0.128, -0.421, -0.621, -0.363, 0.526, 0.386, 0.392, 0.403, 0.591, 0.365, 0.372, 0.506, 0.476, 0.455, 0.405, 0.394, 0.409, 0.612, 0.243, 0.423, 0.419, 0.236, 0.509, 0.483, 0.366, 0.345, -0.678, 0.483, 0.393, 0.402, 0.423, -0.208, 0.357, 0.508, 0.402, 0.378, -0.008, 0.310, 0.513, -0.120, 0.507, 0.538, 0.484, 0.577, 0.408, 0.428, 0.459, 0.413, 0.404, 0.407, 0.393]
}

[2]
{
  "formula": "F3HN2O2S",
  "method": "ωB97M-V with the def2-TZVPD basis set",
  "spin_multiplicity": 1,
  "homo_lumo_gap_ev": [9.277, 9.279],
  "homo_ev": [-10.84, -10.85],
  "smiles": "O=S(=O)(NF)N(F)F",
  "charge": 0,
  "relative_energy_ev": 1.828,
  "lumo_ev": [-1.57, -1.57],
  "species": ["S", "F", "F", "F", "O", "O", "N", "N", "H"],
  "xyz": [[0.196049, -0.800285, -0.126087], [-2.298242, -0.359719, 0.100525], [-1.155630, 1.328193, 0.805532], [1.825659, 0.906789, -1.186991], [0.303048, -1.477028, 1.134702], [0.239805, -1.553530, -1.311705], [-1.452633, 0.627752, -0.308694], [1.406788, 0.387225, 0.051944], [0.935153, 0.940605, 0.840774]],
  "forces_ev_per_angstrom": [[0.7, 1.3, 0.3], [-1.5, 0.1, 0.5], [-0.4, 0.7, 1.1], [-1.2, 0.6, 1.4], [-1.2, 1.0, -0.2], [-0.1, 0.1, -1.1], [2.6, -2.9, -0.7], [-0.2, -1.8, 0.7], [1.3, 0.9, -2.0]],
  "mulliken_charge": [1.030, -0.148, -0.162, -0.143, -0.453, -0.465, 0.128, -0.161, 0.374]
}

Question: Which formula does entry 2 have?
Answer: F3HN2O2S